1.
Below is C59H59Br5IrO6P2Si3 as an isolated structure at a distorted geometry, with properties calculated with ωB97M-V/def2-TZVPD.

Computed properties:
LUMO (alpha / beta) = -0.5 / -1.9 eV
HOMO (alpha / beta) = -7.52 / -7.53 eV
<S²> = 0.765
Net charge = 0
DFT total energy = -17260.69400 Ha
Frontier orbital gap (alpha / beta) = 6.99 / 5.66 eV
2S+1 = 2

Cartesian coordinates (Å):
Ir (-0.024, -0.020, -0.403)
C (-0.737, 2.848, -1.170)
O (0.246, 2.099, -0.436)
Si (1.002, 2.791, 1.007)
C (-0.686, 3.263, 1.752)
C (1.610, 4.572, 0.718)
C (2.353, 1.589, 1.341)
Si (1.031, 2.213, 3.934)
C (-0.754, 1.736, 4.192)
C (2.079, 1.309, 5.177)
C (1.163, 4.054, 4.319)
Si (4.089, 2.035, 1.996)
C (5.374, 2.387, 0.647)
C (4.953, 0.692, 3.021)
C (4.187, 3.599, 3.056)
H (-0.339, 3.842, -1.379)
H (-1.675, 2.908, -0.629)
H (-0.933, 2.338, -2.111)
H (-1.410, 2.452, 1.822)
H (-1.039, 3.968, 0.995)
H (-0.672, 3.841, 2.670)
H (1.137, 5.253, 1.428)
H (1.284, 4.896, -0.275)
H (2.688, 4.720, 0.759)
H (-1.129, 0.979, 3.512)
H (-1.395, 2.612, 4.139)
H (-0.808, 1.334, 5.209)
H (3.139, 1.502, 5.071)
H (1.768, 1.727, 6.143)
H (1.887, 0.239, 5.198)
H (1.355, 4.724, 3.487)
H (1.943, 4.211, 5.064)
H (0.200, 4.341, 4.751)
H (5.287, 3.417, 0.298)
H (6.361, 2.283, 1.110)
H (5.341, 1.747, -0.229)
H (4.881, -0.314, 2.612)
H (4.622, 0.624, 4.051)
H (6.011, 0.972, 3.045)
H (3.306, 4.229, 3.033)
H (5.015, 4.204, 2.678)
H (4.409, 3.363, 4.099)
Br (-1.874, -6.266, 1.990)
C (-1.376, -4.459, 1.927)
C (-1.264, -3.691, 3.124)
Br (-1.573, -4.553, 4.764)
C (-0.923, -2.356, 3.100)
Br (-0.729, -1.423, 4.710)
C (-0.682, -1.684, 1.867)
O (-0.425, -0.438, 1.715)
C (-0.707, -2.516, 0.678)
O (-0.352, -1.998, -0.430)
C (-1.090, -3.876, 0.727)
Br (-1.157, -4.775, -0.915)
O (2.179, -1.861, -1.924)
C (3.481, -1.950, -1.484)
C (4.471, -2.729, -2.054)
C (5.765, -2.628, -1.556)
C (6.042, -1.749, -0.526)
C (5.034, -0.950, 0.001)
C (3.734, -1.024, -0.471)
P (2.286, 0.044, 0.160)
C (2.947, 1.326, -1.393)
C (3.083, 2.710, -1.336)
C (3.659, 3.487, -2.337)
C (4.164, 2.891, -3.477)
C (4.017, 1.519, -3.603)
C (3.407, 0.775, -2.603)
C (2.221, -1.308, 1.577)
C (2.060, -2.662, 1.245)
C (2.102, -3.666, 2.200)
C (2.330, -3.356, 3.534)
C (2.484, -2.028, 3.888)
C (2.406, -1.031, 2.921)
C (1.473, -2.640, -2.769)
C (1.773, -3.956, -3.087)
C (0.952, -4.642, -3.970)
C (-0.163, -4.030, -4.513)
C (-0.482, -2.732, -4.138)
C (0.320, -2.015, -3.256)
P (-0.130, -0.314, -2.712)
C (-1.920, -0.298, -3.111)
C (-2.740, -1.294, -2.582)
C (-4.105, -1.270, -2.807)
C (-4.671, -0.251, -3.562)
C (-3.864, 0.747, -4.086)
C (-2.493, 0.726, -3.860)
C (0.487, 0.783, -4.034)
C (0.834, 2.106, -3.800)
C (1.083, 2.964, -4.864)
C (1.028, 2.500, -6.166)
C (0.719, 1.167, -6.408)
C (0.440, 0.319, -5.351)
H (4.264, -3.374, -2.893)
H (6.551, -3.233, -1.988)
H (7.048, -1.667, -0.136)
H (5.292, -0.254, 0.781)
H (2.791, 3.233, -0.449)
H (3.745, 4.558, -2.190)
H (4.642, 3.477, -4.252)
H (4.355, 1.012, -4.500)
H (3.289, -0.271, -2.826)
H (1.878, -2.959, 0.223)
H (1.956, -4.697, 1.896)
H (2.378, -4.137, 4.283)
H (2.658, -1.763, 4.925)
H (2.514, 0.001, 3.210)
H (2.610, -4.452, -2.623)
H (1.188, -5.669, -4.220)
H (-0.800, -4.561, -5.207)
H (-1.382, -2.282, -4.535)
H (-2.316, -2.079, -1.968)
H (-4.727, -2.043, -2.373)
H (-5.740, -0.232, -3.735)
H (-4.297, 1.546, -4.674)
H (-1.877, 1.510, -4.283)
H (0.935, 2.477, -2.790)
H (1.349, 3.993, -4.658)
H (1.234, 3.169, -6.992)
H (0.682, 0.789, -7.422)
H (0.179, -0.709, -5.559)
Br (-4.242, -0.146, 3.248)
C (-4.832, 0.891, 1.774)
C (-5.903, 1.748, 1.989)
C (-6.341, 2.574, 0.968)
C (-5.694, 2.562, -0.260)
C (-4.615, 1.718, -0.457)
C (-4.179, 0.855, 0.547)
C (-3.028, -0.073, 0.235)
O (-3.089, -1.260, 0.524)
O (-2.087, 0.526, -0.410)
H (-6.383, 1.765, 2.958)
H (-7.184, 3.232, 1.138)
H (-6.027, 3.211, -1.060)
H (-4.092, 1.697, -1.406)

Mulliken atomic charge list, values in e, 4 entries: number 1, Ir, carries 2.69; number 2, C, carries -1.23; number 3, O, carries -1.45; number 4, Si, carries 0.37



2.
Below is H24O12 as an isolated structure at a distorted geometry, with properties calculated with ωB97M-V/def2-TZVPD.

Computed properties:
LUMO = -0.5 eV
HOMO = -9.22 eV
Net charge = 0
DFT total energy = -916.32967 Ha
Frontier orbital gap = 8.71 eV

Cartesian coordinates (Å):
O (1.133, -0.235, 1.631)
H (1.164, 0.720, 1.672)
H (0.358, -0.472, 2.141)
O (2.393, 0.580, -0.196)
H (3.030, 1.035, 0.356)
H (1.612, 0.503, 0.353)
O (-1.591, -1.031, 0.890)
H (-1.973, -1.884, 0.684)
H (-1.555, -0.574, 0.050)
O (1.738, 1.353, -1.819)
H (1.901, 0.579, -2.358)
H (1.771, 1.031, -0.919)
O (-2.045, -0.537, -1.349)
H (-2.029, -1.220, -2.020)
H (-1.130, -0.273, -1.254)
O (0.709, -1.828, 0.280)
H (0.860, -1.076, 0.853)
H (0.659, -2.576, 0.875)
O (-1.816, 1.905, 0.252)
H (-1.494, 1.038, 0.003)
H (-2.557, 1.728, 0.831)
O (-0.378, -0.034, -0.444)
H (0.126, 0.765, -0.291)
H (-0.042, -0.657, 0.201)
O (-0.283, -3.092, -0.938)
H (-0.291, -2.851, -1.864)
H (-0.021, -2.292, -0.484)
O (-0.355, -0.980, 2.392)
H (-1.005, -0.944, 3.094)
H (-0.872, -1.066, 1.591)
O (-0.293, 2.301, -1.994)
H (0.348, 1.592, -2.051)
H (-0.069, 2.763, -1.186)
O (0.650, 1.551, 0.185)
H (0.540, 1.800, 1.103)
H (0.809, 2.379, -0.270)

natural (NBO) atomic charge list, values in e, 4 entries: number 1, O, carries -0.91; number 2, H, carries 0.42; number 3, H, carries 0.42; number 4, O, carries -0.87



3.
Below is a 10-piece molecular cluster, H19O10 overall, with properties calculated with ωB97M-V/def2-TZVPD.

Computed properties:
LUMO = 3.1 eV
HOMO = -7.02 eV
Net charge = -1
DFT total energy = -763.88481 Ha
Frontier orbital gap = 10.08 eV

Cartesian coordinates (Å):
O (-0.659, 0.472, 0.244)
H (0.187, 0.097, 0.001)
O (2.757, 1.369, -1.398)
H (2.336, 2.198, -1.645)
H (2.020, 0.747, -1.311)
O (0.973, -2.743, 1.288)
H (1.279, -2.468, 0.407)
H (0.025, -2.471, 1.288)
O (2.191, -2.080, -1.320)
H (1.470, -1.626, -1.791)
H (2.990, -1.611, -1.584)
O (-2.483, 0.464, -1.766)
H (-1.767, 0.402, -1.072)
H (-3.285, 0.639, -1.266)
O (0.904, 2.578, 1.191)
H (1.785, 2.230, 1.358)
H (0.339, 1.778, 1.004)
O (0.406, -0.364, -2.291)
H (-0.143, -0.032, -3.009)
H (-0.035, -0.025, -1.475)
O (-1.622, -2.120, 0.723)
H (-1.547, -1.134, 0.735)
H (-1.688, -2.346, -0.211)
O (0.015, 0.078, 2.958)
H (-0.320, 0.008, 2.030)
H (0.943, 0.300, 2.867)
O (-2.645, 2.077, 1.150)
H (-1.905, 1.537, 0.793)
H (-2.521, 2.046, 2.104)

natural (NBO) atomic charge list, values in e, 4 entries: number 1, O, carries -1.26; number 2, H, carries 0.43; number 3, O, carries -0.96; number 4, H, carries 0.47



4.
Below is C41H38N8O2PPdS as an isolated structure, with properties calculated with ωB97M-V/def2-TZVPD.

Computed properties:
LUMO (alpha / beta) = -2.2 / -3.4 eV
HOMO (alpha / beta) = -9.50 / -9.99 eV
<S²> = 2.032
Net charge = +1
DFT total energy = -3040.83123 Ha
Frontier orbital gap (alpha / beta) = 7.32 / 6.54 eV
2S+1 = 3

Cartesian coordinates (Å):
Pd (-1.948, 1.837, 0.332)
N (0.339, 5.381, 1.634)
C (0.355, 4.048, 1.530)
N (-0.787, 3.651, 1.018)
C (-1.477, 4.807, 0.830)
N (-0.826, 5.888, 1.191)
C (-2.845, 4.767, 0.297)
C (-3.612, 5.909, 0.111)
N (-4.853, 5.845, -0.353)
C (-5.326, 4.635, -0.627)
C (-4.569, 3.485, -0.445)
N (-3.325, 3.552, 0.016)
H (1.065, 5.996, 1.964)
H (1.179, 3.417, 1.813)
H (-3.203, 6.884, 0.345)
H (-6.340, 4.574, -1.001)
H (-4.948, 2.498, -0.670)
O (-3.626, 0.473, -0.473)
S (-3.581, -0.581, -1.545)
C (-4.968, -1.651, -1.148)
C (-5.634, -1.479, 0.054)
C (-6.697, -2.323, 0.349)
C (-7.078, -3.309, -0.548)
C (-6.405, -3.459, -1.756)
C (-5.344, -2.624, -2.063)
C (-2.280, -1.681, -1.098)
C (-1.712, -2.476, -2.080)
C (-0.923, -3.552, -1.754)
C (-0.743, -4.042, -0.350)
C (-0.970, -2.963, 0.703)
C (-1.859, -1.734, 0.321)
H (-5.333, -0.688, 0.728)
H (-7.233, -2.203, 1.282)
H (-7.911, -3.960, -0.315)
H (-6.715, -4.220, -2.459)
H (-4.819, -2.726, -3.005)
H (-1.930, -2.264, -3.121)
H (-0.484, -4.147, -2.547)
H (-1.521, -4.803, -0.185)
H (-1.297, -3.410, 1.643)
H (-2.682, -1.536, 1.008)
N (0.838, 0.903, 0.782)
P (2.256, 0.876, 0.136)
C (2.724, 2.595, -0.225)
C (1.910, 3.299, -1.113)
C (2.171, 4.628, -1.394)
C (3.241, 5.271, -0.781)
C (4.054, 4.578, 0.104)
C (3.800, 3.238, 0.378)
C (2.555, 0.033, -1.435)
C (3.703, 0.340, -2.171)
C (3.934, -0.266, -3.393)
C (3.011, -1.171, -3.904)
C (1.859, -1.461, -3.193)
C (1.628, -0.862, -1.961)
C (3.527, 0.309, 1.304)
C (3.337, 0.638, 2.648)
C (4.265, 0.256, 3.603)
C (5.392, -0.465, 3.227)
C (5.585, -0.802, 1.896)
C (4.657, -0.414, 0.937)
H (1.059, 2.803, -1.567)
H (1.541, 5.171, -2.087)
H (3.444, 6.311, -1.002)
H (4.892, 5.074, 0.577)
H (4.439, 2.699, 1.067)
H (4.411, 1.069, -1.794)
H (4.827, -0.026, -3.956)
H (3.189, -1.639, -4.864)
H (1.131, -2.152, -3.598)
H (0.720, -1.088, -1.422)
H (2.443, 1.177, 2.939)
H (4.108, 0.515, 4.642)
H (6.116, -0.767, 3.972)
H (6.457, -1.372, 1.602)
H (4.816, -0.696, -0.095)
N (-0.416, 0.345, 0.543)
C (-0.610, -0.915, 0.626)
N (0.146, -2.022, 0.892)
C (0.612, -4.740, -0.196)
C (0.903, -5.320, 1.194)
O (1.847, -4.576, 1.939)
C (1.387, -3.404, 2.573)
C (1.359, -2.165, 1.685)
H (1.420, -4.052, -0.460)
H (0.652, -5.546, -0.933)
H (1.349, -6.308, 1.092)
H (-0.024, -5.443, 1.771)
H (2.105, -3.209, 3.370)
H (0.414, -3.575, 3.050)
H (2.242, -2.192, 1.041)
H (1.441, -1.289, 2.327)

Mulliken atomic charge list, values in e, 4 entries: number 1, Pd, carries 0.69; number 2, N, carries 0.33; number 3, C, carries -0.89; number 4, N, carries 0.18